1.
Here is a cluster of 2 separate species, C6H7NS in total in a non-equilibrium geometry from the Open Molecules 2025 dataset. Energies are from ωB97M-V/def2-TZVPD.

highest occupied orbital energy = -0.3276 Ha
HOMO-LUMO gap = 8.67 eV
molecular weight = 125.20 g/mol
LUMO energy = -0.24 eV
energy relative to the best compared isomer or geometry (same formula, charge and spin) = 466.05 kJ/mol

```
15
C6H7NS ωB97M-V/def2-TZVPD
C 3.013 -0.170 0.827
C 1.843 -0.126 1.003
C -1.926 0.433 0.348
C -0.155 0.701 -1.440
C 0.425 -0.264 1.360
C -0.859 -0.130 -0.421
N -2.854 0.748 0.952
S -1.185 -1.868 -0.842
H 3.955 0.234 0.591
H -0.676 1.050 -2.300
H 0.760 0.151 -1.991
H 0.241 1.664 -0.989
H 0.006 0.623 1.848
H 0.036 -1.212 1.837
H -2.624 -1.835 -0.783
```

Atom charges from the Mulliken analysis, given in e for atoms 1 to 4:
1. C 0.101
2. C -0.312
3. C 0.109
4. C -1.159



2.
Here is the ion C6H7O with charge +1 in a non-equilibrium geometry from the Open Molecules 2025 dataset. Energies are from ωB97M-V/def2-TZVPD.

highest occupied orbital energy (spin up / spin down) = -0.5264 / -0.5265 Ha
HOMO-LUMO gap (spin up / spin down) = 8.54 / 8.54 eV
molecular weight = 95.12 g/mol
LUMO energy (spin up / spin down) = -5.78 / -5.78 eV
energy relative to the best compared isomer or geometry (same formula, charge and spin) = 501.36 kJ/mol
net charge = +1

```
14
C6H7O ωB97M-V/def2-TZVPD
C -0.407 1.904 0.370
C 1.326 -0.107 0.520
C -1.090 -0.093 -0.493
C 2.303 0.148 1.336
C -2.049 -0.958 -0.898
C 0.399 -0.569 -0.537
O -1.322 1.199 -0.129
H -0.884 2.829 0.611
H 3.006 -0.683 1.500
H 2.394 0.919 2.053
H -2.998 -0.726 -1.125
H -1.779 -1.939 -1.057
H 0.658 -0.210 -1.611
H 0.444 -1.714 -0.539
```

Atom charges from the Mulliken analysis, given in e for atoms 1 to 4:
1. C -0.186
2. C 0.454
3. C 0.772
4. C -0.585



3.
Here is a structure of composition C6H7O5Tm in a non-equilibrium geometry from the Open Molecules 2025 dataset. Energies are from ωB97M-V/def2-TZVPD.

highest occupied orbital energy (spin up / spin down) = -0.6444 / -0.6444 Ha
HOMO-LUMO gap (spin up / spin down) = 7.37 / 6.52 eV
molecular weight = 328.05 g/mol
LUMO energy (spin up / spin down) = -10.16 / -11.02 eV
energy relative to the best compared isomer or geometry (same formula, charge and spin) = 150.92 kJ/mol
2S+1 = 3
net charge = +2

```
19
C6H7O5Tm ωB97M-V/def2-TZVPD
O -0.480 1.756 -0.743
Tm -2.338 0.756 -0.593
O -1.484 0.962 -2.660
C -0.446 1.579 -2.628
C 0.655 2.118 0.020
C 1.712 1.016 -0.007
H 1.072 3.024 -0.443
H 0.389 2.379 1.056
H 2.204 1.052 -0.990
H 2.455 1.234 0.775
C 1.170 -0.370 0.182
C 0.329 -0.686 1.162
O -0.084 -1.999 1.335
C -1.242 -2.367 0.806
O -2.010 -1.636 0.213
O -1.337 -3.675 0.858
H 1.473 -1.152 -0.520
H -0.024 -0.003 1.937
H -2.012 -3.988 0.240
```

Atom charges from the Mulliken analysis, given in e for atoms 1 to 4:
1. O -0.238
2. Tm 1.844
3. O -0.377
4. C 0.261



4.
Here is a structure of composition C6H7O6Pb in a non-equilibrium geometry from the Open Molecules 2025 dataset. Energies are from ωB97M-V/def2-TZVPD.

highest occupied orbital energy = -0.5367 Ha
HOMO-LUMO gap = 9.33 eV
molecular weight = 382.32 g/mol
LUMO energy = -5.28 eV
net charge = +1

```
20
C6H7O6Pb ωB97M-V/def2-TZVPD
Pb 0.556 0.607 2.387
O 1.461 -0.525 0.868
O 1.857 -0.398 -1.272
O 3.458 0.257 0.155
C 2.349 -0.134 -0.065
C 0.765 -1.321 -1.244
C 0.038 -1.194 0.089
H 0.112 -1.053 -2.080
H 1.188 -2.332 -1.286
H -0.268 -2.186 0.438
O -1.032 -0.310 1.573
O -0.801 1.080 -0.276
C -1.919 1.552 -1.032
C -3.020 0.572 -0.651
O -2.278 -0.612 -0.359
C -1.094 -0.202 0.216
H -2.130 2.582 -0.725
H -1.676 1.500 -2.103
H -3.718 0.355 -1.465
H -3.570 0.901 0.244
```

Atom charges from the Mulliken analysis, given in e for atoms 1 to 4:
1. Pb 1.111
2. O -0.532
3. O -0.333
4. O -0.481